Entry 1:
Formula: C2H6IN3S
Source: OMol25
Level of theory: ωB97M-V/def2-TZVPD

Properties
SMILES = [H]/N=C\SC.N#N.I
HOMO = -9.34 eV

Cartesian coordinates (Å):
H -0.287 -0.116 -0.993
N -0.985 -0.435 -0.275
C -0.483 -0.570 0.857
S 1.215 -0.722 1.230
C 2.207 -0.625 -0.306
H -1.090 -0.746 1.745
H 2.671 -1.544 -0.496
H 2.942 0.232 -0.419
H 1.530 -0.457 -1.161
N 0.280 2.330 -0.716
N 0.265 3.234 -0.112
I -4.840 -0.606 0.239
H -3.426 0.025 0.407

Entry 2:
Formula: C2H6INO2S
Source: OMol25
Level of theory: ωB97M-V/def2-TZVPD

Properties
HOMO (alpha / beta) = -9.49 / -9.84 eV

Cartesian coordinates (Å):
C 1.706 0.681 0.517
C -1.840 -0.732 -0.445
N 0.625 -0.188 0.394
O -1.341 0.525 1.824
O -0.885 1.751 -0.259
S -0.886 0.502 0.450
I -4.115 1.857 2.775
H 2.074 0.936 -0.489
H 1.441 1.628 1.002
H 2.526 0.173 1.031
H -2.884 -0.452 -0.395
H -1.488 -0.748 -1.468
H -1.667 -1.680 0.046

Entry 3:
Formula: C2H6INOS
Source: OMol25
Level of theory: ωB97M-V/def2-TZVPD

Properties
HOMO (alpha / beta) = -8.77 / -8.77 eV

Cartesian coordinates (Å):
C -0.871 1.622 -0.388
C -0.990 0.344 0.348
N 0.872 -2.173 0.940
O 0.923 -1.783 -1.502
S 0.740 -1.230 -0.217
I 2.696 0.584 0.330
H -1.576 2.359 -0.010
H 0.040 2.034 -0.031
H -0.830 1.368 -1.440
H -1.823 -0.169 -0.114
H -0.574 0.100 1.389
H 1.395 -3.055 0.696

Entry 4:
Formula: C2H6INOS
Source: OMol25
Level of theory: ωB97M-V/def2-TZVPD

Properties
HOMO (alpha / beta) = -8.58 / -8.58 eV

Cartesian coordinates (Å):
C -1.473 -1.478 0.320
C 1.344 1.064 -0.214
N 0.672 0.450 -1.213
O -0.991 1.064 1.149
S -1.569 0.385 -0.008
I 2.905 -0.420 0.666
H -0.468 -1.699 0.776
H -1.233 -1.794 -0.667
H -2.445 -1.729 0.886
H 1.903 1.880 -0.360
H 0.770 1.283 0.775
H 0.585 0.994 -2.111

Entry 5:
Formula: C2H6IOP
Source: OMol25
Level of theory: ωB97M-V/def2-TZVPD

Properties
SMILES = CP(C)(=O)I
HOMO = -9.48 eV

Cartesian coordinates (Å):
C 0.892 1.177 -0.567
P -0.335 -0.165 -0.591
C -0.682 -0.688 1.169
O -1.487 -0.071 -1.521
I 0.814 -2.066 -1.464
H 1.920 0.892 -0.892
H 0.890 1.487 0.537
H 0.312 1.901 -1.142
H -0.123 -0.079 1.907
H -0.417 -1.829 1.223
H -1.784 -0.559 1.341

Entry 6:
Formula: C2H6IOP
Source: OMol25
Level of theory: ωB97M-V/def2-TZVPD

Properties
SMILES = CC[P@H](=O)I
HOMO = -10.03 eV

Cartesian coordinates (Å):
C -1.118 0.921 -0.126
C -0.251 -0.118 0.529
P 1.124 -0.984 -0.383
O 1.564 -2.192 0.446
I 2.689 0.779 -0.466
H -0.568 1.809 -0.313
H -1.622 0.662 -1.091
H -1.771 1.192 0.611
H -0.711 -1.080 0.924
H 0.093 0.391 1.409
H 0.571 -1.380 -1.541

Entry 7:
Formula: C2H6IOP
Source: OMol25
Level of theory: ωB97M-V/def2-TZVPD

Properties
HOMO (alpha / beta) = -6.94 / -6.94 eV

Cartesian coordinates (Å):
C -0.374 1.219 0.261
C 1.192 -1.304 -0.282
O 1.872 -1.351 0.858
P -0.470 -0.549 -0.432
I -4.161 0.858 -0.035
H 0.678 1.565 -0.026
H -0.529 1.116 1.370
H -1.041 1.609 -0.396
H 1.501 -1.798 -1.223
H 1.584 -1.031 1.689
H -0.252 -0.333 -1.784

Entry 8:
Formula: C2H6IP
Source: OMol25
Level of theory: ωB97M-V/def2-TZVPD

Properties
SMILES = CC=[PH2]I
HOMO = -7.92 eV

Cartesian coordinates (Å):
C 0.087 0.630 -1.330
C -0.564 0.598 0.045
P -0.001 -0.608 1.061
I 2.063 -0.992 2.417
H -0.820 0.702 -1.995
H 0.217 -0.540 -1.430
H 0.940 1.282 -1.317
H -0.849 1.531 0.462
H -0.036 -1.682 0.287
H -1.035 -0.923 1.801

Entry 9:
Formula: C2H6MnO2
Source: OMol25
Level of theory: ωB97M-V/def2-TZVPD

Properties
expectation value of S² = 12.0278
spin multiplicity = 7
net charge = +1
HOMO (alpha / beta) = -12.23 / -14.38 eV

Cartesian coordinates (Å):
O -1.876 0.979 -0.817
Mn -2.417 1.291 0.882
C -0.238 -0.031 -0.461
C 1.236 -0.127 -0.711
H -0.665 -1.035 -0.616
H 0.768 0.951 0.016
H 1.520 -1.124 -1.071
H 1.491 0.572 -1.528
H 1.015 -0.478 0.814
O -0.356 -0.093 1.497
H -0.478 -0.904 1.995

Entry 10:
Formula: C2H6N
Source: OMol25
Level of theory: ωB97M-V/def2-TZVPD

Properties
net charge = +1
HOMO (alpha / beta) = -17.04 / -17.00 eV

Cartesian coordinates (Å):
C -0.078 0.799 0.552
C 0.039 0.202 -0.805
N -0.219 -0.649 0.246
H 0.863 0.995 1.011
H -0.931 1.258 0.859
H -0.747 0.288 -1.508
H 1.116 0.369 -1.373
H 0.988 -2.027 0.838
H -1.030 -1.234 0.180

Entry 11:
Formula: C2H6N
Source: OMol25
Level of theory: ωB97M-V/def2-TZVPD

Properties
SMILES = C=C[NH3+]
net charge = +1
HOMO = -16.36 eV

Cartesian coordinates (Å):
C -0.579 0.596 -1.096
C 0.215 0.672 -0.081
N 0.362 -0.658 0.834
H -0.818 1.447 -1.946
H -1.295 -0.318 -1.247
H 1.046 1.165 0.323
H -0.651 -1.116 1.059
H 0.948 -1.333 0.347
H 0.771 -0.457 1.808

Entry 12:
Formula: C2H6N2
Source: OMol25
Level of theory: ωB97M-V/def2-TZVPD

Properties
expectation value of S² = 0.7551
spin multiplicity = 2
net charge = -1
HOMO (alpha / beta) = 0.09 / -2.64 eV

Cartesian coordinates (Å):
C 0.124 0.076 -1.230
N -0.025 -1.456 0.661
C 0.082 -0.156 0.268
N -0.111 1.149 0.954
H 0.520 1.064 -1.462
H 0.658 -0.747 -1.703
H -0.922 0.045 -1.587
H 0.953 0.524 0.824
H -0.715 -1.599 1.404
H -0.564 1.100 1.871

Entry 13:
Formula: C2H6N2
Source: OMol25
Level of theory: ωB97M-V/def2-TZVPD

Properties
HOMO (alpha / beta) = -9.26 / -9.56 eV

Cartesian coordinates (Å):
C 2.235 -0.489 0.003
C -1.956 0.541 0.107
N 1.139 0.118 -0.028
N -1.214 0.254 -1.056
H 2.931 -0.348 0.799
H 2.474 -1.397 -0.507
H -2.414 1.526 0.379
H -2.690 -0.294 0.271
H -1.058 0.379 0.829
H 0.555 -0.289 -0.796

Entry 14:
Formula: C2H6N2
Source: OMol25
Level of theory: ωB97M-V/def2-TZVPD

Properties
SMILES = C1=NN1.C
HOMO = -9.73 eV

Cartesian coordinates (Å):
C -1.789 -1.037 -0.363
N -1.674 -0.036 0.494
N -1.964 0.345 -1.042
H -1.543 -2.007 -0.747
H -1.099 0.768 -1.335
C 1.301 0.565 0.666
H 2.500 0.554 0.764
H 1.095 1.700 0.646
H 0.924 0.322 -0.419
H 0.396 0.257 1.302

Entry 15:
Formula: C2H6N2
Source: OMol25
Level of theory: ωB97M-V/def2-TZVPD

Properties
HOMO = -9.18 eV

Cartesian coordinates (Å):
C 1.184 0.165 0.146
C 0.343 -1.040 -0.043
N -0.013 0.215 -0.621
N -1.424 1.065 0.162
H 1.219 0.611 1.129
H 2.074 0.311 -0.456
H 0.608 -1.781 -0.789
H -0.196 -1.425 0.812
H -2.052 0.277 0.294
H -1.743 1.601 -0.634

Entry 16:
Formula: C2H6N2
Source: OMol25
Level of theory: ωB97M-V/def2-TZVPD

Properties
expectation value of S² = 0.7568
spin multiplicity = 2
net charge = +1
HOMO (alpha / beta) = -16.85 / -16.66 eV

Cartesian coordinates (Å):
C 0.560 0.211 -1.312
N 0.402 -0.303 0.032
C -0.596 -0.053 0.795
N -0.853 -0.666 1.951
H 1.529 0.715 -1.404
H -0.168 0.996 -1.482
H 0.459 -0.556 -2.070
H 1.013 -1.057 0.347
H -1.276 0.721 0.438
H -1.071 -0.008 2.706

Entry 17:
Formula: C2H6N2
Source: OMol25
Level of theory: ωB97M-V/def2-TZVPD

Properties
expectation value of S² = 0.7825
spin multiplicity = 2
net charge = +1
HOMO (alpha / beta) = -16.96 / -16.69 eV

Cartesian coordinates (Å):
C -1.126 -0.657 -0.518
N 0.231 -0.189 -0.532
C 0.744 0.465 0.554
N 1.731 1.268 0.493
H -1.564 -0.470 -1.498
H -1.715 -0.133 0.223
H -1.171 -1.733 -0.349
H 0.877 -0.622 -1.204
H 0.127 0.342 1.437
H 1.866 1.730 1.394

Entry 18:
Formula: C2H6N2O
Source: OMol25
Level of theory: ωB97M-V/def2-TZVPD

Properties
SMILES = N/C=C(\N)O
HOMO = -7.20 eV

Cartesian coordinates (Å):
N 1.766 0.128 -0.100
C 0.491 0.739 -0.041
C -0.649 0.047 -0.005
N -0.711 -1.352 0.091
O -1.897 0.636 -0.005
H 1.731 -0.809 0.284
H 2.464 0.673 0.390
H 0.487 1.815 -0.119
H -1.678 -1.651 0.096
H -0.201 -1.817 -0.649
H -1.802 1.591 0.058

Entry 19:
Formula: C2H6N2O
Source: OMol25
Level of theory: ωB97M-V/def2-TZVPD

Properties
SMILES = [H]/N=C(\C)NO
HOMO = -8.97 eV

Cartesian coordinates (Å):
H 0.810 2.089 0.126
N 0.075 1.389 -0.012
C 0.430 0.136 -0.046
C 1.837 -0.469 0.032
N -0.616 -0.775 -0.168
O -1.882 -0.199 0.069
H 2.239 -0.078 1.050
H 1.718 -1.703 0.160
H 2.541 -0.187 -0.953
H -0.526 -1.601 0.403
H -1.538 0.779 0.004

Entry 20:
Formula: C2H6N2O
Source: OMol25
Level of theory: ωB97M-V/def2-TZVPD

Properties
SMILES = C=C=NN.O
HOMO (alpha / beta) = -9.10 / -9.10 eV

Cartesian coordinates (Å):
C -1.897 -0.214 0.061
C -0.616 -0.308 -0.213
N 0.285 0.383 -0.765
N 0.863 1.286 -0.004
H -2.463 0.705 -0.037
H -2.479 -1.096 0.291
H 0.430 1.509 0.894
H 1.236 2.074 -0.528
O 1.685 -1.651 0.319
H 2.402 -1.171 -0.134
H 0.554 -1.519 0.115

Relative energy (zero: lowest compared OMol25 entry of this formula, charge and spin) values, unit kJ/mol, following the record order: 0.0; 125.3; 171.9; 189.4; 0.0; 64.9; 455.1; 135.5; 749.3; 494.5; 127.5; 191.2; 560.1; 537.5; 369.5; 58.9; 83.2; 137.6; 318.8; 519.1.
E_tot values, unit eV, following the record order: -25577.3557; -26689.2688; -24641.2250; -24641.0440; -21609.1608; -21608.4885; -21604.4440; -19558.1895; -37567.7244; -3648.5907; -3652.3944; -5147.6301; -5146.1144; -5146.3489; -5148.0897; -5142.3320; -5142.0811; -7198.3614; -7196.4833; -7194.4070.